This record from the Open Molecules 2025 dataset describes a molecular structure, C21H30N7O7P2STi. The level of theory is the ωB97M-V functional and the def2-TZVPD basis.

Values from the calculation:
Total charge: +1
Spin multiplicity: 1
Energy above the lowest of the compared OMol25 structures with the same formula, charge and spin, kJ/mol: 55.4
Electronic energy, a.u.: -3658.822006
Orbital gap, Ha: 0.2612

Each line ends with the natural charge from an NBO analysis.
Atoms and positions in Å:
Ti 0.072 -0.471 0.772  1.7365
H -2.802 0.609 3.590  0.2107
H -1.638 -2.489 -2.105  0.2041
N 0.005 -2.646 0.908  -0.6619
H 0.281 -2.828 1.878  0.4677
H 6.502 0.675 -2.423  0.2465
H 6.514 -1.059 -2.718  0.2416
H 0.118 1.106 -2.202  0.2171
O -1.302 -0.748 5.022  -0.9849
N -2.333 1.620 1.865  -0.4519
N 1.923 -0.169 -2.926  -0.5726
C -2.146 3.845 -0.962  -0.2278
C 0.725 -2.633 -1.409  -0.2346
C -2.341 4.000 1.969  -0.2245
H -2.455 -0.156 0.900  0.4735
H -3.368 -2.583 0.493  0.2110
H -0.541 2.850 -3.747  0.2326
H 4.376 -0.675 -5.155  0.2341
H 6.529 0.051 -4.093  0.2246
C 3.899 -0.449 -4.213  -0.3166
C -2.911 2.728 3.902  -0.2408
C 1.040 -3.151 -0.011  -0.2380
N -2.048 -0.924 0.347  -0.6895
H -1.381 -0.968 -2.931  0.2254
O -0.877 -0.734 2.566  -1.1586
P -0.303 -1.235 3.894  2.5695
N -0.034 -1.347 -1.334  -0.7542
O 0.051 -2.659 3.978  -1.1054
C -1.392 -1.440 -1.946  -0.2358
C -2.168 2.802 1.282  0.1718
S 2.004 0.677 -0.365  -0.1280
H 1.652 -2.466 -1.954  0.2363
O 0.800 1.134 1.952  -1.0616
C 2.711 0.139 -1.886  0.2727
H -2.802 4.607 -0.569  0.2313
O 3.042 0.802 3.139  -0.9543
H -1.349 -1.376 5.754  0.5275
C -0.913 2.873 -2.733  -0.2408
H -2.570 -2.104 1.990  0.2415
C 2.531 -0.470 -4.077  0.0920
C -2.427 -2.236 0.924  -0.2266
H 1.884 -0.724 -4.909  0.2029
C -2.695 1.589 3.146  0.0694
H -1.457 -4.120 1.321  0.2391
C -2.441 -0.780 -1.063  -0.2275
C -1.740 3.886 -2.279  -0.1382
C 6.138 -0.103 -3.089  -0.6538
C -1.734 2.800 -0.137  0.1903
H -2.521 0.277 -1.283  0.2335
C -2.723 3.959 3.298  -0.1444
H 1.080 -4.243 0.004  0.2190
H -2.858 4.877 3.855  0.2306
N 4.043 0.155 -1.922  -0.4683
H 1.996 -2.770 0.340  0.2526
P 1.668 0.187 2.751  2.5938
N -0.956 1.799 -0.575  -0.4512
H -3.421 -1.230 -1.239  0.2119
H 3.725 0.185 3.430  0.5365
H -2.150 4.947 1.486  0.2269
C -1.326 -3.254 0.671  -0.2388
H -2.060 4.687 -2.932  0.2330
O 0.988 -0.236 4.131  -1.0460
H 0.507 -0.724 -1.948  0.4919
C 4.642 -0.124 -3.077  0.2938
H 0.147 -3.357 -1.983  0.2060
C -0.554 1.873 -1.852  0.0512
H -1.361 -3.616 -0.354  0.1988
H -3.202 2.645 4.939  0.2336
O 1.709 -1.088 1.904  -1.1064

Forces on atoms 1 to 2 (eV/Å):
0.046 0.482 -0.441
-0.031 0.003 -0.011

This record from the Open Molecules 2025 dataset describes C21H30NO5P in the gas phase in a non-equilibrium geometry. The level of theory is the ωB97M-V functional and the def2-TZVPD basis.

Values from the calculation:
Spin multiplicity: 1
SMILES: CCCCO[P@](=O)(c1ccc(N(C)C)cc1)[C@@H](O)c1ccc(OC)c(OC)c1
Energy above the lowest of the compared OMol25 structures with the same formula, charge and spin, kJ/mol: 167.2
Electronic energy, a.u.: -1590.544037
Orbital gap, Ha: 0.3089

Each line ends with the natural charge from an NBO analysis.
Atoms and positions in Å:
C 0.408 -2.180 -1.194  -0.3212
H -4.682 -3.035 0.037  0.2090
H -2.682 3.414 -0.398  0.4750
C 2.269 2.468 0.663  0.2370
C 4.652 2.263 0.946  -0.2390
O 3.368 2.506 1.476  -0.5034
H 3.476 -1.253 1.002  0.2102
P -2.319 0.801 -0.895  2.1500
O -2.356 3.440 -1.307  -0.6903
C 1.217 -2.026 -0.055  0.2120
H 2.946 0.924 -2.994  0.1791
C 1.182 3.208 1.113  -0.2350
C -0.022 3.225 0.436  -0.2216
H 0.817 1.242 -2.141  0.2221
H -4.662 1.921 1.338  0.1818
O 3.197 0.958 -0.934  -0.5289
H 4.819 2.827 0.026  0.1773
C 2.137 1.732 -0.529  0.3050
H 3.353 -4.556 -0.194  0.2084
H 3.067 -3.611 -1.668  0.1835
C 2.638 -3.912 -0.703  -0.4017
H -2.942 -1.385 0.778  0.2058
O -2.905 1.346 0.520  -0.8414
C -1.459 2.384 -1.465  -0.2342
H 4.318 -2.786 0.764  0.2058
H 1.736 -4.495 -0.887  0.2079
H -3.583 0.115 2.713  0.2063
C -4.274 -0.126 1.902  -0.4191
C -3.897 -1.480 1.303  -0.4025
H -4.807 0.758 -0.005  0.2087
O -3.365 0.326 -1.807  -1.0939
H 0.650 -2.921 -1.939  0.2160
C -0.152 2.515 -0.746  -0.0575
H -5.925 -2.051 0.814  0.1943
H 1.306 3.760 2.031  0.2263
C 0.937 1.795 -1.223  -0.2945
H -5.003 -1.412 -0.554  0.2235
H -0.847 3.798 0.828  0.2137
H -5.283 -0.177 2.317  0.2046
C 3.091 0.250 -2.144  -0.2562
H 2.276 -0.481 -2.113  0.1875
C -4.236 1.015 0.892  -0.0689
C 0.837 -1.057 0.890  -0.3112
C -0.682 -1.363 -1.400  -0.0974
C -0.253 -0.247 0.675  -0.0753
H 4.042 -0.270 -2.257  0.1961
H -1.299 2.272 -2.543  0.2162
H -0.523 0.501 1.405  0.2227
H 4.821 1.202 0.751  0.1812
N 2.338 -2.783 0.140  -0.4162
H -3.754 -2.191 2.121  0.2009
H 1.402 -0.936 1.799  0.2209
H -1.289 -1.470 -2.288  0.2261
C 3.368 -2.338 1.049  -0.4073
C -4.945 -2.025 0.341  -0.6159
C -1.015 -0.379 -0.480  -0.5622
H 5.348 2.606 1.712  0.1873
H 3.147 -2.626 2.083  0.1927

Forces on atoms 1 to 2 (eV/Å):
0.162 -0.196 -0.045
-0.049 -0.102 -0.086

This record from the Open Molecules 2025 dataset describes 2 unconnected molecules or ions with the total composition C21H30O4S2 in a non-equilibrium geometry. The level of theory is the ωB97M-V functional and the def2-TZVPD basis.

Values from the calculation:
Spin multiplicity: 1
Energy above the lowest of the compared OMol25 structures with the same formula, charge and spin, kJ/mol: 0.0
Electronic energy, a.u.: -1915.435520
Orbital gap, Ha: 0.1520

Each line ends with the natural charge from an NBO analysis.
Atoms and positions in Å:
H 0.860 4.810 -0.392  0.2015
C -1.773 -1.298 4.748  -0.6197
H -0.929 3.232 1.555  0.1902
H -3.228 -3.580 0.965  0.2425
H -3.180 -0.167 -1.754  0.2157
O 1.797 -0.025 3.573  -0.6140
H -0.040 5.472 0.982  0.2076
H -1.472 -5.315 0.756  0.2377
H -1.759 -1.655 5.781  0.2139
C -1.439 -4.415 0.126  -0.4239
S -2.317 -1.721 -0.008  0.4084
H -1.961 -4.642 -0.810  0.2208
C 3.743 1.038 -0.918  -0.0722
H 4.818 1.175 -2.747  0.2128
O 3.372 1.008 1.532  -0.6035
H -1.752 -3.086 1.860  0.2378
H 0.750 2.200 -0.800  0.2198
O 2.405 0.790 -0.483  -0.5458
C -0.175 -0.715 -3.283  -0.1667
C -0.261 0.253 -4.281  -0.2059
C 3.775 1.115 -2.421  -0.6228
H -2.521 -0.501 4.682  0.2068
H -0.213 0.148 4.981  0.1876
H 0.833 3.183 1.481  0.2107
H 0.708 -1.351 -3.204  0.2278
C 0.017 -4.115 -0.169  -0.5226
C 1.019 0.487 1.365  -0.3011
C -0.406 -0.770 4.410  -0.0725
H -2.072 -2.123 4.092  0.1919
C -0.131 2.185 -0.141  -0.4058
H 0.396 -4.798 -0.943  0.2379
H 3.307 0.241 -2.888  0.2011
C -2.363 -0.056 -2.469  -0.1263
H 0.640 -4.198 0.735  0.2367
C -0.071 3.324 0.872  -0.3967
H 0.566 0.377 -4.982  0.2237
H -0.217 0.010 -0.165  0.2215
H -1.433 1.870 -5.113  0.2211
C -2.167 -3.305 0.865  -0.5332
H 4.380 0.223 -0.547  0.1861
S 0.449 -2.473 -0.843  0.4303
C -1.214 -0.860 -2.344  -0.1503
H -0.921 4.827 -0.428  0.1952
C 2.367 0.776 0.882  0.7410
C -0.157 0.821 0.573  -0.4027
C 0.917 0.001 2.730  0.7321
H 4.075 1.990 -0.484  0.1933
C -1.033 -1.681 -1.135  -0.3482
H 3.269 2.021 -2.776  0.2056
C -2.442 0.915 -3.461  -0.2253
H -1.050 0.728 1.208  0.2292
O -0.341 -0.449 3.018  -0.5474
C -1.389 1.078 -4.367  -0.1849
H -1.035 2.257 -0.766  0.1900
C -0.045 4.696 0.214  -0.5998
H -3.321 1.559 -3.509  0.2224
H 0.368 -1.511 4.644  0.1904

Forces on atoms 1 to 2 (eV/Å):
-0.145 0.026 -0.003
-0.317 0.122 0.021

This record from the Open Molecules 2025 dataset describes a molecular structure, C21H31BClCrN3O2 in a non-equilibrium geometry. The level of theory is the ωB97M-V functional and the def2-TZVPD basis.

Values from the calculation:
Total charge: -1
Spin multiplicity: 4
Electronic energy, a.u.: -2663.089776
Orbital gap (alpha / beta), Ha: 0.1875 / 0.1222

Each line ends with the natural charge from an NBO analysis.
Atoms and positions in Å:
H -0.889 -3.246 1.381  0.2627
C 0.935 1.858 1.295  -0.2946
N -1.417 -0.435 1.462  -0.5400
C 1.531 -0.749 -2.683  0.0437
H 2.350 4.405 -1.673  0.2058
H -4.252 -0.825 2.106  0.1723
H 1.560 1.146 1.888  0.2860
Cl 2.143 -0.857 1.679  -0.7445
H -3.391 -0.994 -0.231  0.2021
H -2.450 3.864 2.663  0.2047
H 3.354 1.422 0.422  0.2771
C -2.312 -1.626 1.518  0.0603
C -1.615 -2.869 2.065  -0.6160
H -2.342 -3.706 2.201  0.1953
H 1.880 -2.656 -1.797  0.2293
H -3.118 2.822 1.406  0.2122
C -1.020 3.232 1.145  -0.0760
C -2.907 -1.898 0.151  -0.6051
C 1.305 4.073 -1.744  -0.6257
C -0.439 3.860 0.039  -0.1768
H -1.521 2.097 3.588  0.2277
H -2.734 4.501 1.040  0.2077
O 3.442 0.605 -2.328  -0.5003
N 0.333 -2.236 -0.033  -0.6794
H -0.047 1.113 3.604  0.2579
C 1.494 2.445 0.152  -0.0040
H 0.701 4.944 -2.014  0.2076
C 0.792 -3.368 0.214  0.3451
H -3.562 -1.978 3.282  0.1950
C 1.145 -2.178 -2.451  -0.5940
C 0.635 -0.174 -3.756  -0.5999
H -1.079 -2.615 3.008  0.2145
C -0.318 2.229 1.795  0.0092
H -2.143 -2.214 -0.579  0.2437
H 1.251 3.379 -2.597  0.2137
H -0.395 -0.530 -3.631  0.2187
C -2.388 3.623 1.593  -0.6219
C -3.333 -1.199 2.560  -0.0720
C -0.875 1.475 2.973  -0.4884
C 2.512 0.832 -1.389  0.6172
Cr 0.326 -0.310 0.272  0.7336
H 3.404 2.671 -0.842  0.2258
H 1.372 -4.913 1.793  0.0042
H -0.979 4.663 -0.451  0.1919
C 0.788 3.449 -0.492  -0.0552
H 2.102 -5.096 -0.114  -0.0122
H -3.658 -2.690 0.224  0.2006
H 0.139 -2.209 -1.992  0.2485
O -2.672 -0.113 3.286  -0.5001
N 1.442 0.098 -1.455  -0.5565
H 0.123 -5.524 0.289  -0.0123
H 0.635 0.921 -3.709  0.2073
H 1.052 -2.765 -3.370  0.1972
B 1.138 -4.889 0.583  -0.5450
H 1.000 -0.491 -4.740  0.1986
H 3.215 -0.498 -4.090  0.1846
C 3.007 -0.610 -3.027  -0.0724
H 3.603 -1.440 -2.626  0.1937
C 2.787 1.898 -0.387  -0.5008
C -1.640 0.276 2.523  0.5978

Forces on atoms 1 to 2 (eV/Å):
0.209 -0.064 -0.095
0.703 0.566 1.045

- Which formula does entry 2 have?
  C21H30NO5P